Molecular formula: C26H51F3NO11S5
Method: DFT, ωB97M-V/def2-TZVPD

Geometry as XYZ:
```
97
C26H51F3NO11S5 ωB97M-V/def2-TZVPD
F 1.00 3.56 -2.01
C 0.83 2.06 -1.92
F 0.29 1.64 -3.23
F -0.21 1.83 -0.89
O 2.16 1.53 -1.59
C 2.23 0.06 -1.72
C 1.57 -0.78 -0.48
C 0.47 -1.96 -0.93
C 0.00 -2.37 0.62
C 1.55 -2.57 1.21
N 2.47 -1.62 0.42
H 1.79 -0.37 -2.71
H 3.39 -0.21 -1.73
H 1.17 0.03 0.28
H 1.01 -2.92 -1.39
H -0.37 -1.66 -1.70
H -0.33 -1.36 1.15
H -0.75 -3.27 0.74
H 1.71 -2.43 2.37
H 2.06 -3.62 0.97
H 2.82 -1.01 1.22
H 3.29 -2.11 -0.02
C -4.07 1.14 -3.02
C -5.50 1.32 -2.51
C -5.68 0.37 -1.33
S -4.06 0.14 -0.61
O -3.66 -1.24 -0.80
O -4.03 0.79 0.68
C -3.18 1.15 -1.79
H -3.79 1.94 -3.72
H -3.98 0.18 -3.55
H -5.64 2.36 -2.17
H -6.23 1.13 -3.30
H -6.36 0.78 -0.58
H -6.04 -0.61 -1.67
H -2.19 0.73 -1.97
H -3.09 2.15 -1.37
C 8.31 -1.38 0.82
C 8.08 -2.84 0.42
C 6.59 -3.14 0.62
S 5.74 -1.59 0.40
O 5.14 -1.21 1.66
O 4.98 -1.63 -0.84
C 7.20 -0.59 0.15
H 9.30 -1.03 0.50
H 8.24 -1.28 1.90
H 8.34 -2.98 -0.63
H 8.70 -3.53 1.01
H 6.22 -3.86 -0.11
H 6.39 -3.50 1.63
H 7.05 0.40 0.58
H 7.36 -0.51 -0.93
C -4.21 -5.01 -1.55
C -4.10 -5.59 -2.96
C -2.64 -5.50 -3.38
S -1.68 -5.58 -1.88
O -1.00 -4.31 -1.70
O -0.98 -6.84 -1.82
C -3.07 -5.63 -0.76
H -5.18 -5.23 -1.09
H -4.09 -3.92 -1.59
H -4.42 -6.64 -2.95
H -4.75 -5.06 -3.66
H -2.36 -6.34 -4.03
H -2.42 -4.55 -3.88
H -2.83 -5.09 0.16
H -3.27 -6.68 -0.54
C -2.78 5.41 1.77
C -3.01 3.95 1.37
C -4.50 3.65 1.57
S -5.35 5.21 1.35
O -5.95 5.59 2.61
O -6.11 5.16 0.11
C -3.89 6.20 1.10
H -1.79 5.76 1.45
H -2.85 5.51 2.86
H -2.75 3.81 0.32
H -2.39 3.27 1.96
H -4.87 2.93 0.84
H -4.71 3.29 2.58
H -4.04 7.19 1.53
H -3.73 6.28 0.02
C 3.64 2.67 3.39
C 3.42 3.23 1.98
C 2.04 2.78 1.52
S 1.06 2.57 2.99
O 0.73 1.17 3.14
O 0.05 3.62 3.05
C 2.36 2.97 4.15
H 4.51 3.12 3.87
H 3.80 1.59 3.33
H 3.46 4.33 2.01
H 4.20 2.90 1.29
H 1.57 3.52 0.87
H 2.08 1.81 1.00
H 2.25 2.37 5.05
H 2.28 4.03 4.39
```

## Properties
Strongest force on any atom, eV/Å: 5.41
Multiplicity: 1
Gap between HOMO and LUMO, hartree: 0.337
Relative energy (zero: lowest compared OMol25 entry of this formula, charge and spin), kJ/mol: 269.17
Net charge: +1

Molecular formula: C6F10O
Method: DFT, ωB97M-V/def2-TZVPD

Geometry as XYZ:
```
17
C6F10O ωB97M-V/def2-TZVPD
F 3.21 3.04 -0.25
F 3.40 1.04 -1.29
F 0.71 2.51 0.65
F -2.93 -1.03 1.70
F -3.31 -2.55 0.05
F 1.71 -0.66 -0.10
F 0.66 0.21 -1.80
F -0.38 0.10 1.57
F -1.50 0.96 -0.03
F -1.00 -1.85 -1.30
O -1.18 -2.41 0.93
C 2.62 1.89 -0.56
C 1.36 1.62 -0.11
C -2.43 -1.81 0.73
C 0.76 0.28 -0.44
C -0.56 0.01 0.27
C -1.14 -1.37 -0.03
```

## Properties
Strongest force on any atom, eV/Å: 4.00
Multiplicity: 1
SMILES: FC(F)=C(F)C(F)(F)C(F)(F)[C@@]1(F)OC1(F)F
Gap between HOMO and LUMO, hartree: 0.415
Relative energy (zero: lowest compared OMol25 entry of this formula, charge and spin), kJ/mol: 0.00
Net charge: 0

Number 1: energy -4193.823686 a.u.. Number 2: energy -1302.439706 a.u..